Entry 1:
# C9H16BF5N4O9PS

A 3-piece molecular cluster, C9H16BF5N4O9PS overall (ωB97M-V/def2-TZVPD, OMol25).

The geometry in XYZ format:
```
46
Properties=species:S:1:pos:R:3:forces:R:3
C 0.72464 -4.16186 -2.14183 -0.46 -0.24 -0.65
C 0.13647 -2.84742 -2.70819 -0.64 0.07 0.05
B 0.21525 -1.57653 -1.63002 2.24 -2.19 -1.81
N -1.20214 -1.45640 -0.98497 1.21 0.91 1.35
C -1.26080 -0.69015 0.15886 0.42 -1.30 -1.04
O -2.15793 0.00876 0.41491 -3.14 2.44 1.05
F -0.29727 -0.76788 1.04229 1.19 -0.92 0.24
C -2.16972 -0.92746 -1.86606 -0.44 -2.87 1.70
O -2.13377 0.03293 -2.47952 0.44 3.53 -2.40
F -3.28045 -1.68872 -1.94651 -0.09 -0.75 0.36
O 0.80702 -0.37467 -2.23679 -0.71 0.32 -0.03
C 1.90119 0.11846 -1.53642 -0.75 -0.06 -0.42
S 1.14053 1.55096 -0.66126 -0.19 0.58 0.31
C 2.41123 -1.15498 -0.74876 0.51 1.52 -0.91
P 2.96372 -1.09473 1.06030 -0.57 -1.08 1.39
N 2.99171 0.54795 1.64369 0.58 -0.52 0.00
O 4.59562 -1.47561 1.09847 -0.13 0.71 -0.32
C 3.54095 -1.69773 -1.66265 -1.08 0.46 0.54
F 3.17882 -1.80300 -2.93116 -0.59 -0.23 -1.13
F 3.97155 -2.89669 -1.31170 0.50 -1.01 0.56
F 4.55863 -0.84840 -1.66101 1.11 0.60 0.28
O 1.31902 -1.97582 -0.70062 -0.45 -0.31 0.84
H 0.43797 -5.00877 -2.78808 0.10 0.15 0.03
H 1.81458 -4.16427 -2.10871 -0.08 0.12 0.28
H 0.29997 -4.39916 -1.16144 0.28 0.18 0.06
H 0.62634 -2.59282 -3.65754 0.01 -0.03 0.16
H -0.91000 -3.10212 -2.96607 0.16 0.25 -0.08
H 2.54649 0.52229 -2.31601 0.60 -0.10 0.56
H 2.09384 2.11655 0.11976 0.00 -0.50 -0.33
H 2.16125 0.61316 2.23319 -0.05 0.22 -0.27
H 3.76085 0.59239 2.31370 0.10 0.04 -0.26
H 4.69073 -2.37538 1.42800 -0.17 0.12 -0.06
C -1.56589 2.02999 3.17864 0.11 0.09 -0.01
N -0.23081 2.48399 3.66349 -0.16 0.04 -0.04
O -0.15176 3.60282 4.13879 0.14 -0.27 -0.08
O 0.69550 1.70343 3.55228 -0.05 0.21 0.14
H -2.28036 2.82042 3.34446 0.15 0.08 0.14
H -1.47539 1.80404 2.11816 0.06 -0.22 0.05
H -1.83150 1.14156 3.74470 0.10 -0.09 -0.14
C -4.75496 3.80209 0.35474 0.05 -0.23 -0.12
N -4.54386 4.05014 1.80891 -0.01 -0.06 -0.10
O -4.16616 3.11201 2.48380 -0.36 0.34 -0.04
O -4.76230 5.17434 2.21658 0.05 -0.23 0.00
H -4.51984 2.76417 0.14194 0.05 0.03 0.09
H -5.79652 4.01906 0.13510 0.05 0.12 0.02
H -4.09244 4.46906 -0.18942 -0.07 0.07 0.03
```
Positions in Å, forces in eV/Å.

Output
LUMO level: 0.06962 hartree
Largest force on an atom: 4.3 eV/Å
Net charge: -1
Orbital gap: 0.263 Eh
HOMO level: -0.1929 Ha

Entry 2:
# C9H16BFO2

One molecule with the formula C9H16BFO2 (ωB97M-V/def2-TZVPD, OMol25).

The geometry in XYZ format:
```
29
Properties=species:S:1:pos:R:3:forces:R:3
B -0.90024 -2.21905 0.34340 -0.89 -1.78 0.79
C 0.38666 0.86622 0.50938 -1.67 -0.16 -0.58
C -0.33699 0.14547 -0.35990 -0.11 0.15 -3.15
C 0.03909 0.40498 1.89470 -0.04 1.12 0.51
C -1.40292 -0.15411 1.74002 0.97 2.15 -3.00
C -1.40869 -0.73222 0.26258 1.90 1.10 2.71
C 2.83030 0.94735 0.43369 -1.57 -0.41 1.36
C -1.11501 1.13507 -2.53569 -0.28 1.46 1.92
C 1.50676 1.81420 0.24370 0.10 -0.09 -1.98
C -0.11089 0.17264 -1.97031 -0.83 0.06 3.56
O -0.16102 -2.70949 -0.64059 1.29 -0.57 -2.23
O -1.24635 -3.04274 1.38553 -0.89 1.23 1.03
F -2.66799 -0.67555 -0.28763 -0.54 0.16 -0.62
H 0.92971 -0.26975 2.00045 -1.22 -0.13 1.22
H -0.00112 1.22803 2.66464 0.63 -0.86 -0.61
H -1.68092 -0.85665 2.39870 -0.80 -2.62 2.55
H -2.13740 0.68192 1.84262 0.66 -0.42 -0.40
H 3.08711 0.76945 1.53201 -0.40 0.54 -1.33
H 3.71230 1.28840 -0.07176 0.29 0.23 -0.35
H 2.47752 -0.04572 0.07640 0.90 0.48 -0.10
H -1.07140 1.09720 -3.58712 -0.45 0.16 -1.40
H -0.79996 2.17082 -2.18711 -0.56 -1.02 -0.56
H -2.13197 0.95729 -2.09512 0.83 0.08 -0.83
H 1.34841 2.21623 -0.86574 0.80 -0.83 2.26
H 1.36012 2.68318 0.89727 0.53 -0.17 -0.03
H 0.86987 0.57584 -2.00076 1.05 0.18 -0.78
H -0.14024 -0.80532 -2.43208 -0.05 -0.27 0.21
H 0.00493 -3.65964 -0.71453 -0.09 0.43 0.39
H -1.23966 -3.98402 1.52326 0.42 -0.20 -0.58
```
Positions in Å, forces in eV/Å.

Output
LUMO level: 0.01004 hartree
Largest force on an atom: 3.8 eV/Å
Orbital gap: 0.321 Eh
HOMO level: -0.3107 Ha

Entry 3:
# C9H16BeOP

C9H16BeOP as an isolated structure (ωB97M-V/def2-TZVPD, OMol25).

The geometry in XYZ format:
```
28
Properties=species:S:1:pos:R:3:forces:R:3
C 0.26557 0.53682 -1.74468 0.03 1.43 1.40
C 0.07757 -0.08862 -2.96327 0.02 -0.79 -0.69
C -0.23357 -1.45105 -3.11784 -0.08 0.10 -0.02
C -0.32555 -2.33000 -2.02370 -0.02 -0.92 -0.41
C -0.12786 -1.93722 -0.74314 -0.21 1.00 2.13
Be -0.03606 -0.30339 -0.25050 0.46 -1.27 -2.83
P 0.14537 2.25391 0.69137 0.04 0.14 -0.19
H 0.58960 1.59946 -1.83712 -0.28 -0.31 -0.31
H 0.18384 0.45501 -3.91874 0.06 0.04 0.34
H -0.38922 -1.86883 -4.10546 -0.01 0.11 -0.22
H -0.18847 -2.64419 0.10809 -0.15 -0.68 -0.62
H -0.56168 -3.39070 -2.21148 0.11 0.16 -0.36
H -0.93337 2.82180 1.44323 0.37 0.35 0.06
H 0.27451 3.31186 -0.24659 0.00 -0.07 0.34
H 1.20833 2.65024 1.56155 -0.26 0.48 0.12
C -0.82602 0.34481 3.52817 0.55 0.65 0.50
C 0.31419 -0.66124 3.72800 -0.63 -0.25 0.54
C 0.89484 -0.74802 2.33703 -0.55 0.47 -0.62
O -0.25781 -0.52209 1.40076 -0.43 0.14 3.45
C -1.44805 -0.13299 2.24508 0.99 -0.55 -0.39
H -1.50823 0.41558 4.38443 -0.02 -0.21 -0.28
H -0.38718 1.34553 3.39106 -0.15 -0.18 -0.02
H -0.11659 -1.61965 4.06886 0.18 0.19 -0.31
H 1.04000 -0.37153 4.49789 -0.05 0.13 -0.33
H 1.59704 0.07377 2.17347 -0.01 -0.08 -0.15
H 1.39224 -1.69116 2.12784 -0.29 -0.05 -0.42
H -2.06002 -1.01601 2.46498 0.20 -0.07 -0.50
H -2.04351 0.60062 1.71501 0.15 0.03 -0.25
```
Positions in Å, forces in eV/Å.

Output
LUMO level (spin up / spin down): 0.10762 / 0.10762 hartree
Largest force on an atom: 3.5 eV/Å
Net charge: -1
Orbital gap (spin up / spin down): 0.145 / 0.145 Eh
HOMO level (spin up / spin down): -0.0376 / -0.0376 Ha

Entry 4:
# C9H16BiN2O4S

C9H16BiN2O4S as an isolated structure (ωB97M-V/def2-TZVPD, OMol25).

The geometry in XYZ format:
```
33
Properties=species:S:1:pos:R:3:forces:R:3
Bi -0.89489 -0.98732 -0.76021 -0.12 0.03 -0.08
N 1.83071 -4.37436 -0.91118 -0.06 0.01 0.04
C 1.20897 -3.20714 -0.95294 0.06 -0.04 -0.04
O -0.03012 -3.14899 -0.77554 0.04 0.07 0.08
C 2.01984 -1.96471 -1.22085 -0.03 0.09 -0.06
C 1.14442 -0.79049 -1.65041 0.06 -0.12 0.11
H 1.30923 -5.19908 -0.65895 0.02 -0.01 0.00
H 2.82841 -4.44023 -1.01439 0.00 0.01 0.00
H 2.79279 -2.18771 -1.95885 -0.01 -0.02 -0.01
H 2.51727 -1.74093 -0.27578 0.02 -0.02 -0.04
H 0.99424 -0.78111 -2.73207 -0.03 0.03 0.03
H 1.56801 0.16671 -1.35518 -0.05 -0.01 0.00
C -1.19225 3.31898 -2.94708 0.06 -0.11 0.04
S -2.05176 2.21191 -1.83966 -0.23 0.10 0.17
C -2.42370 3.37153 -0.53669 -0.01 0.01 -0.01
O -0.94193 1.33432 -1.27117 0.39 -0.08 -0.13
H -1.84320 4.15630 -3.19585 -0.01 -0.03 0.01
H -0.93913 2.76312 -3.84704 0.00 0.02 0.00
H -0.29042 3.65293 -2.43521 -0.01 0.06 -0.04
H -3.23860 4.00735 -0.88367 0.02 0.02 0.04
H -1.53489 3.95709 -0.30439 -0.01 -0.01 -0.01
H -2.73082 2.79056 0.33119 -0.02 -0.03 -0.04
O -1.97310 0.83123 1.51714 0.03 0.02 -0.02
C -1.02010 0.26599 2.01107 -0.02 -0.20 0.00
C -0.49845 0.38709 3.42593 0.03 -0.05 0.03
C 0.68885 -0.57716 3.47721 -0.06 0.05 0.00
C 0.74066 -1.21476 2.09926 0.05 0.10 0.02
O 1.51780 -2.06165 1.72816 -0.05 0.01 0.01
N -0.25118 -0.64833 1.30999 -0.07 0.13 -0.04
H -1.29991 0.12088 4.11463 -0.01 0.01 -0.02
H -0.23644 1.42504 3.62744 0.01 0.00 -0.02
H 0.58836 -1.35755 4.22912 0.00 -0.03 -0.01
H 1.64131 -0.07950 3.65599 0.02 -0.01 0.00
```
Positions in Å, forces in eV/Å.

Output
LUMO level: -0.09142 hartree
Largest force on an atom: 0.4 eV/Å
Net charge: +1
Orbital gap: 0.373 Eh
HOMO level: -0.4646 Ha

Entry 5:
# C9H16CsN3O5S3

C9H16CsN3O5S3 as an isolated structure (ωB97M-V/def2-TZVPD, OMol25).

The geometry in XYZ format:
```
37
Properties=species:S:1:pos:R:3:forces:R:3
O 7.06490 -2.42617 1.14476 -0.71 1.44 -0.87
S 6.24717 -1.22460 1.35050 0.20 -2.64 2.18
O 6.02525 -1.03715 2.79419 -0.45 0.85 -1.50
N 4.77370 -1.34183 0.58071 0.44 1.63 -1.49
S 4.79986 -0.55511 -0.87510 3.90 0.87 -0.48
O 5.36848 0.81124 -0.70710 -1.42 -0.77 0.24
O 5.58768 -1.24050 -1.91062 -1.76 -0.25 0.70
C 3.08809 -0.29661 -1.46918 -0.58 -0.06 0.74
C 2.45160 0.84448 -0.58671 -0.41 -1.46 0.78
C 1.00745 0.38853 -0.13834 -1.02 1.93 0.20
C -0.18291 1.37114 -0.68198 0.36 -0.08 2.32
C -1.46901 1.05356 0.27353 -0.30 -0.57 -3.12
C -2.89622 1.41034 -0.38714 -0.07 -0.26 1.73
C -4.02020 1.22856 0.79591 2.21 -0.47 -0.67
S -5.66974 0.88910 0.04787 0.01 -0.95 0.36
C -5.80713 -0.91253 0.03110 -0.81 -1.82 0.60
N -6.88806 -1.65072 0.25686 0.44 2.43 0.15
N -6.59159 -2.98251 0.19495 3.52 1.00 -0.96
C -5.27763 -2.99131 -0.08384 -2.46 -1.07 0.44
O -4.73367 -1.76111 -0.20846 -0.33 0.03 0.12
H 6.98328 -0.14874 0.90464 -0.83 -0.38 -0.18
H 3.03733 -0.02637 -2.54808 0.78 -0.30 0.78
H 2.55638 -1.27939 -1.35467 0.44 0.93 0.05
H 3.06887 0.91423 0.34903 -0.47 0.11 -0.97
H 2.44064 1.84948 -1.06541 0.08 -0.87 0.14
H 0.72276 -0.64747 -0.43400 0.43 0.71 0.29
H 0.96964 0.45028 1.01279 -0.05 -0.28 -1.47
H -0.39655 1.23619 -1.76618 0.08 0.07 0.86
H 0.14623 2.46995 -0.49673 -0.51 -1.62 -0.49
H -1.35588 1.65017 1.25571 -1.83 -6.14 -11.91
H -1.45255 -0.09742 0.42943 -0.11 1.86 0.25
H -2.95835 2.45885 -0.76795 0.21 -0.76 0.26
H -3.14039 0.72923 -1.23366 0.31 0.42 0.70
H -3.99344 2.18440 1.42218 -0.76 -1.24 -0.81
H -3.63474 0.36947 1.45456 -0.99 1.05 -0.86
H -4.74463 -3.95094 -0.20570 0.18 1.19 0.01
Cs -1.12662 2.26125 2.62210 2.25 5.48 11.89
```
Positions in Å, forces in eV/Å.

Output
LUMO level: -0.07947 hartree
Largest force on an atom: 13.5 eV/Å
Orbital gap: 0.186 Eh
HOMO level: -0.2657 Ha

Entry 6:
# C9H16F6IrNO7PS4

C9H16F6IrNO7PS4 as an isolated structure (ωB97M-V/def2-TZVPD, OMol25).

The geometry in XYZ format:
```
45
Properties=species:S:1:pos:R:3:forces:R:3
Ir -1.52070 -0.43990 0.37314 0.00 0.28 -0.32
C -3.56475 -3.01853 -2.87344 -0.05 -0.03 -0.01
C -2.13824 -2.52787 -2.76835 0.08 -0.11 0.03
O -2.13966 -1.11446 -2.90358 -0.03 0.12 -0.03
P -1.13042 -0.21447 -1.99200 -0.01 0.09 0.24
S -1.19968 1.60140 -2.75271 0.01 0.03 -0.01
S -1.87216 -2.55230 0.70871 -0.05 -0.35 0.07
O 0.27075 -0.95514 -2.41747 -0.02 -0.19 -0.04
C 1.33817 -0.99283 -1.46991 0.03 0.07 -0.02
C 2.38955 -1.95230 -1.97677 0.03 -0.02 0.02
H -3.59668 -4.11004 -2.85925 0.02 -0.04 0.01
H -4.02722 -2.66672 -3.79723 0.01 0.01 -0.03
H -4.14729 -2.64697 -2.03119 0.01 0.04 0.04
H -1.50862 -2.94846 -3.56027 -0.03 0.00 0.00
H -1.71400 -2.82500 -1.80470 -0.02 0.02 -0.09
H 0.95745 -1.31889 -0.49464 0.01 0.00 0.00
H 1.75684 0.00634 -1.34253 0.00 0.00 0.00
H 1.98618 -2.96327 -2.05117 -0.03 -0.02 0.00
H 3.23890 -1.95973 -1.29289 0.01 0.01 0.04
H 2.74024 -1.64847 -2.96392 0.00 0.03 -0.03
C -2.58128 2.69813 0.71172 0.01 0.02 -0.05
O -3.46098 1.82137 1.38830 -0.06 -0.16 0.06
C -3.23984 0.46371 1.20930 -0.19 -0.01 0.03
C -4.11695 -0.30653 2.14967 -0.11 0.11 0.09
H -1.66142 2.82693 1.29197 0.02 0.00 -0.09
H -3.09474 3.65907 0.62445 0.04 0.00 0.06
H -2.34096 2.33851 -0.29143 0.02 -0.01 0.02
H -5.00325 0.28722 2.40898 0.01 -0.02 -0.02
H -3.61423 -0.57465 3.09315 0.03 0.06 0.00
H -4.43757 -1.24804 1.70154 0.02 -0.01 -0.04
F 2.16587 2.35372 -0.63832 0.02 0.04 0.15
C 1.99385 3.00334 0.50707 0.08 0.16 -0.21
F 1.08773 3.96721 0.30753 -0.06 -0.10 0.06
F 3.15294 3.61041 0.82113 -0.07 -0.10 0.09
S 1.42345 1.86394 1.87310 -0.16 -0.07 -0.13
O 0.69291 0.84280 1.16556 0.23 0.20 0.18
O 0.73315 2.72631 2.78532 0.03 0.02 -0.10
N 2.73181 1.35456 2.56644 0.21 -0.11 0.05
S 3.68920 0.23813 2.00545 -0.05 0.07 -0.09
O 3.90504 0.26994 0.58252 -0.06 -0.05 0.13
O 3.54092 -1.03176 2.65536 0.02 0.07 -0.03
C 5.25858 0.90411 2.70793 0.25 -0.02 -0.03
F 5.56615 2.10672 2.20937 -0.04 -0.10 0.01
F 5.22429 1.00895 4.04067 -0.03 -0.04 -0.03
F 6.26667 0.06352 2.39335 -0.13 0.13 0.05
```
Positions in Å, forces in eV/Å.

Output
LUMO level (spin up / spin down): 0.17247 / 0.16043 hartree
Largest force on an atom: 0.4 eV/Å
⟨S²⟩: 8.776
Net charge: -2
2S+1: 6
Orbital gap (spin up / spin down): 0.172 / 0.249 Eh
HOMO level (spin up / spin down): 0.0002 / -0.0885 Ha

Entry 7:
# C9H16GaINO7

C9H16GaINO7 as an isolated structure (ωB97M-V/def2-TZVPD, OMol25).

The geometry in XYZ format:
```
35
Properties=species:S:1:pos:R:3:forces:R:3
N -0.15468 -1.65994 0.13811 -1.52 -0.78 -0.25
C -1.23492 -0.56407 0.02017 0.17 0.98 -1.10
Ga -3.04120 -1.62595 -0.15360 0.56 0.10 0.31
C -4.70209 -0.38674 0.03352 -2.39 0.22 -0.11
C -6.02060 -1.34128 -0.34980 -1.66 4.11 -5.59
O -6.75306 -1.13353 -1.45856 4.49 -1.96 7.20
I -6.44821 -2.97705 1.10643 0.05 0.78 -0.84
H -0.21115 -2.13862 -0.81099 0.13 0.64 1.57
H -0.62122 -2.36896 0.78049 0.95 0.88 -0.98
H -1.23388 0.17712 0.92987 0.39 -1.34 -1.58
H -0.96026 0.02464 -0.97584 -0.58 -0.87 2.21
H -3.04012 -2.67070 1.09772 0.10 0.25 -0.01
H -3.10580 -2.53892 -1.47162 0.04 0.24 -0.13
H -4.66296 0.56174 -0.68507 -0.44 -2.21 1.38
H -4.74871 -0.01089 1.14603 -0.17 -0.99 -2.07
C 3.90807 -2.10761 -0.96149 -0.68 -0.56 -0.70
C 3.33307 -0.93298 -0.23858 -1.31 0.55 -0.40
O 4.20128 -0.77466 0.86743 1.46 -0.58 0.08
C 5.39347 -1.34214 0.52057 1.50 0.39 1.27
O 6.42052 -1.23841 1.17026 -1.96 -0.25 -1.32
O 5.28650 -2.03955 -0.64804 0.57 0.48 0.83
H 3.75290 -2.04819 -2.04224 0.19 -0.03 0.18
H 3.50914 -3.05975 -0.59630 0.03 0.07 -0.01
H 3.35708 -0.01866 -0.84085 -0.01 -0.10 0.06
H 2.30741 -1.11148 0.09581 0.07 0.10 0.06
C 1.03081 3.82046 1.02313 0.37 0.58 0.80
C -0.36468 3.61277 0.53074 -1.00 0.31 0.43
O -0.17656 3.01519 -0.73797 0.95 -0.35 -0.21
C 1.05358 2.42351 -0.71953 0.64 -1.71 -1.81
O 1.47047 1.67415 -1.58690 -0.83 1.77 1.91
O 1.75537 2.77893 0.39611 -0.33 -0.37 -0.74
H 1.10425 3.74315 2.11137 0.13 -0.11 -0.21
H 1.44766 4.78194 0.70552 -0.03 -0.06 0.00
H -0.93378 2.92483 1.16490 0.08 0.02 -0.08
H -0.91769 4.55163 0.43919 0.04 -0.21 -0.17
```
Positions in Å, forces in eV/Å.

Output
LUMO level: 0.08714 hartree
Largest force on an atom: 8.7 eV/Å
Net charge: -1
Orbital gap: 0.259 Eh
HOMO level: -0.1722 Ha